# C15H12BrN3S

One molecule with the formula C15H12BrN3S (ωB97M-V with the def2-TZVPD basis set, the Open Molecules 2025 dataset).

Its multiplicity is 1. The calculation puts the frontier orbital gap at 8.64 eV. The HOMO energy comes out at -8.5486 eV. Its LUMO energy is 0.093 eV.

Each line ends with the Mulliken charge.
CARTESIAN COORDINATES (ANGSTROEM)
Br 4.210 1.374 2.856  -0.18
C 2.250 1.344 2.969  0.13
C 1.426 2.535 2.857  -0.23
N 0.125 2.467 2.522  -0.60
C -0.465 1.314 2.489  0.81
N -1.744 1.082 2.419  -0.52
C -1.986 -0.193 2.386  -0.11
S -3.369 -1.146 1.942  -0.21
C -3.372 -0.538 0.194  -1.02
C -2.009 -0.276 -0.382  -0.32
C -1.545 -0.943 -1.555  -0.58
C -0.239 -0.640 -2.202  0.87
C 0.041 -1.432 -3.248  -0.33
C 1.206 -1.231 -4.028  -0.48
C 2.148 -0.267 -3.629  -0.52
C 1.993 0.384 -2.387  -0.61
C 0.792 0.231 -1.674  -0.22
N -0.716 -0.839 2.506  -0.07
C 0.240 0.113 2.723  0.33
C 1.622 0.166 2.853  -0.51
H 1.984 3.439 2.985  0.42
H -3.895 -1.258 -0.464  0.45
H -3.897 0.334 0.043  0.39
H -1.510 0.587 -0.049  0.69
H -2.234 -1.691 -1.940  0.22
H -0.588 -2.314 -3.536  0.27
H 1.323 -1.838 -4.928  0.35
H 3.073 -0.083 -4.140  0.36
H 2.747 1.058 -2.002  0.40
H 0.652 0.889 -0.797  0.26
H -0.483 -1.841 2.379  0.26
H 2.219 -0.787 2.838  0.30

***

# C15H12F5NO10STeTi

C15H12F5NO10STeTi as an isolated structure (ωB97M-V with the def2-TZVPD basis set, the Open Molecules 2025 dataset).

Its multiplicity is 1. The calculation puts the frontier orbital gap at 7.76 eV. The HOMO energy comes out at -3.7596 eV. The total charge is -2. Its LUMO energy is 4.004 eV.

Each line ends with the Mulliken charge.
CARTESIAN COORDINATES (ANGSTROEM)
Ti -0.017 -0.753 0.154  0.84
O -3.221 -2.474 1.501  -0.70
S -2.266 -1.397 1.628  1.22
O -2.391 -0.636 2.872  -0.69
O -0.818 -1.964 1.562  -0.54
O -2.266 -0.482 0.436  -0.60
O 0.178 0.757 -1.270  -0.45
C 0.409 0.604 -2.479  -0.37
C -0.280 -0.396 -3.272  0.86
C -0.530 -0.162 -4.615  -0.41
C -1.330 -1.046 -5.308  -0.33
C -1.850 -2.192 -4.686  -0.36
C -1.556 -2.464 -3.379  -0.86
C -0.726 -1.591 -2.629  0.67
O -0.329 -1.874 -1.453  -0.57
N -1.650 -0.779 -6.700  1.01
O -1.216 0.241 -7.213  -0.65
O -2.344 -1.589 -7.299  -0.67
H 1.070 1.320 -2.980  0.32
H -0.126 0.711 -5.109  0.55
H -2.476 -2.856 -5.265  0.46
H -1.924 -3.354 -2.889  0.47
C 1.428 -0.362 3.294  -1.48
C 0.520 0.749 2.882  0.99
O 0.025 0.851 1.776  -0.38
C 0.180 1.816 3.886  0.43
C 1.001 2.102 4.969  -0.29
C 0.644 3.103 5.863  -0.63
C -0.546 3.795 5.683  -0.34
C -1.379 3.490 4.614  -0.61
C -1.016 2.503 3.712  -0.42
H 1.381 -1.185 2.590  0.32
H 1.162 -0.704 4.295  0.38
H 2.455 0.016 3.313  0.39
H 1.923 1.554 5.111  0.34
H 1.291 3.336 6.699  0.37
H -0.830 4.569 6.387  0.35
H -2.318 4.015 4.490  0.36
H -1.653 2.217 2.884  0.40
F 4.658 -1.752 -2.166  -0.41
Te 2.844 -1.289 -2.239  1.70
F 2.589 -2.539 -3.727  -0.54
F 2.791 -2.939 -1.172  -0.54
F 3.377 -0.216 -3.827  -0.55
F 3.591 0.284 -1.216  -0.59
O 1.543 -1.038 0.293  -0.46

***

# C15H12IN3O4Pd

C15H12IN3O4Pd as an isolated structure (ωB97M-V with the def2-TZVPD basis set, the Open Molecules 2025 dataset).

Its multiplicity is 1. The calculation puts the frontier orbital gap (spin up / spin down) at 4.30 / 4.32 eV. The HOMO energy (spin up / spin down) comes out at 0.0397 / 0.0175 eV. The total charge is -2. Its LUMO energy (spin up / spin down) is 4.342 / 4.340 eV.

Each line ends with the Mulliken charge.
CARTESIAN COORDINATES (ANGSTROEM)
Pd 0.193 -0.207 -0.211  0.10
C 2.308 3.974 -1.554  -1.27
C 1.505 4.040 -0.289  0.77
N 1.465 5.169 0.367  -0.79
C 0.769 5.197 1.530  -0.78
C 0.088 4.113 2.020  0.39
C -0.564 4.255 3.368  -0.74
O 0.203 3.643 4.415  -0.60
C 0.043 2.894 1.292  -0.09
C -0.728 1.809 1.888  -0.02
N -1.360 0.879 1.268  -0.29
C -2.195 0.059 2.027  0.55
C -3.072 0.643 2.958  0.00
C -3.982 -0.097 3.690  -0.68
C -4.059 -1.470 3.509  -0.45
C -3.214 -2.072 2.589  -0.55
C -2.299 -1.330 1.853  -0.27
I -1.099 -2.407 0.513  0.20
C 0.817 2.804 0.097  0.37
O 1.020 1.800 -0.634  -0.70
H 2.754 4.947 -1.755  0.40
H 1.678 3.655 -2.387  0.30
H 3.082 3.209 -1.463  0.27
H 0.768 6.136 2.075  0.30
H -1.566 3.815 3.379  0.17
H -0.665 5.316 3.609  0.37
H 0.933 3.166 4.000  0.46
H -0.754 1.813 2.983  0.90
H -3.037 1.719 3.074  0.36
H -4.637 0.405 4.393  0.34
H -4.769 -2.069 4.067  0.34
H -3.258 -3.143 2.435  0.29
O 2.951 0.985 3.006  -0.75
C 2.193 0.319 2.334  0.60
N 1.456 -0.362 1.704  -0.52
O -0.871 -0.165 -1.778  -0.99

***

# C15H13Br4NO3Pt

C15H13Br4NO3Pt as an isolated structure (ωB97M-V with the def2-TZVPD basis set, the Open Molecules 2025 dataset).

Its multiplicity is 3. The calculation puts the frontier orbital gap (spin up / spin down) at 3.46 / 5.44 eV. The HOMO energy (spin up / spin down) comes out at 0.8857 / -1.0954 eV. The expectation value of S² is 2.020. The total charge is -2. Its LUMO energy (spin up / spin down) is 4.345 / 4.344 eV.

Each line ends with the Mulliken spin population.
CARTESIAN COORDINATES (ANGSTROEM)
Pt 0.557 0.458 -0.211  -0.05
Br 2.692 -6.158 -3.054  0.00
C 2.512 -4.513 -2.117  0.01
C 3.602 -3.687 -1.936  -0.01
Br 5.318 -4.179 -2.589  0.00
C 3.417 -2.460 -1.272  0.03
Br 4.887 -1.284 -0.983  0.00
C 2.186 -2.022 -0.784  -0.02
O 2.100 -0.891 -0.150  0.05
C 1.033 -2.900 -0.944  0.00
O -0.100 -2.582 -0.462  -0.01
C 1.263 -4.117 -1.619  -0.01
Br -0.253 -5.259 -1.756  0.00
O -0.470 -0.973 1.529  0.00
C -1.751 -0.558 1.944  0.01
C -1.634 0.607 2.915  0.02
C -0.750 1.751 2.411  -0.01
C -1.283 2.428 1.183  0.15
C -2.163 3.467 1.287  -0.09
C -2.698 4.120 0.146  0.50
C -2.227 3.630 -1.099  -0.10
C -1.346 2.594 -1.156  0.13
N -0.859 1.928 -0.046  0.32
H -0.585 -1.621 0.761  0.01
H -2.278 -1.379 2.450  0.00
H -2.343 -0.272 1.067  0.00
H -1.220 0.247 3.863  0.00
H -2.648 0.973 3.106  -0.01
H 0.240 1.348 2.177  0.00
H -0.612 2.481 3.214  0.01
H -2.444 3.788 2.286  -0.01
H -3.404 4.934 0.223  0.06
H -2.554 4.075 -2.032  -0.01
H -0.976 2.228 -2.102  0.05
C 1.368 1.277 -1.773  0.95
H 1.021 0.909 -2.740  0.01
H 2.402 1.613 -1.737  0.02

***

# C15H13ClN2O3Pt

C15H13ClN2O3Pt as an isolated structure (ωB97M-V with the def2-TZVPD basis set, the Open Molecules 2025 dataset).

Its multiplicity is 1. The calculation puts the frontier orbital gap at 5.77 eV. The HOMO energy comes out at -0.7600 eV. The total charge is -2. Its LUMO energy is 5.010 eV.

Each line ends with the Mulliken charge.
CARTESIAN COORDINATES (ANGSTROEM)
Pt 2.151 -0.140 -0.856  0.67
O 2.793 1.831 -1.281  -0.84
C 2.031 2.825 -1.551  0.46
C 2.521 3.932 -2.294  -0.56
C 1.755 5.057 -2.514  -0.28
C 0.455 5.148 -2.009  -0.62
C -0.044 4.076 -1.287  -0.60
C 0.700 2.918 -1.050  0.56
C 0.047 1.854 -0.307  -0.38
N 0.415 0.632 -0.111  0.19
N -0.549 -0.079 0.589  -0.69
C -0.718 -1.354 0.244  0.25
O -0.235 -2.026 -0.670  -0.74
C -1.739 -2.036 1.157  0.35
C -1.975 -3.393 0.969  -0.47
C -2.889 -4.075 1.762  -0.49
C -3.588 -3.404 2.757  -0.30
C -3.358 -2.046 2.952  -0.59
C -2.439 -1.370 2.162  -0.15
H 3.532 3.855 -2.675  0.37
H 2.170 5.882 -3.087  0.31
H -0.150 6.031 -2.181  0.35
H -1.053 4.123 -0.886  0.27
H -0.938 2.093 0.088  0.38
H -1.411 -3.884 0.186  0.38
H -3.056 -5.136 1.606  0.35
H -4.304 -3.933 3.378  0.34
H -3.895 -1.514 3.731  0.34
H -2.237 -0.317 2.304  0.42
Cl 3.988 -1.026 -2.037  -0.65
C 2.413 -2.934 0.161  -0.70
O 2.162 -1.614 0.505  -0.66
H 1.764 -3.297 -0.646  0.23
H 2.225 -3.572 1.044  0.23
H 3.456 -3.107 -0.154  0.29

***

# C15H13CsN2O3

C15H13CsN2O3 as an isolated structure (ωB97M-V with the def2-TZVPD basis set, the Open Molecules 2025 dataset).

Its multiplicity is 1. The calculation puts the frontier orbital gap at 5.50 eV. The HOMO energy comes out at -1.0572 eV. The total charge is -2. Its LUMO energy is 4.445 eV.

Each line ends with the Mulliken charge.
CARTESIAN COORDINATES (ANGSTROEM)
Cs -1.010 0.791 2.215  1.04
O -0.764 3.190 0.900  -0.78
C -0.191 3.759 -0.072  0.08
C -0.142 5.196 -0.151  -0.62
C 0.409 5.884 -1.205  -0.29
C 0.973 5.189 -2.282  -0.62
C 0.973 3.805 -2.232  -0.48
C 0.444 3.064 -1.172  1.01
C 0.579 1.610 -1.271  -0.72
N 0.437 0.749 -0.348  -0.02
N 0.730 -0.560 -0.692  -0.54
C -0.309 -1.365 -0.600  0.02
O -1.507 -1.059 -0.335  -0.77
C 0.043 -2.811 -0.853  0.31
C 1.357 -3.238 -1.057  -0.23
C 1.641 -4.577 -1.270  -0.52
C 0.619 -5.523 -1.287  -0.32
C -0.689 -5.106 -1.085  -0.48
C -0.971 -3.762 -0.869  -0.37
H -0.594 5.729 0.680  0.32
H 0.400 6.971 -1.203  0.31
H 1.403 5.719 -3.125  0.33
H 1.420 3.256 -3.059  0.25
H 0.883 1.255 -2.268  0.22
H 2.143 -2.496 -1.042  0.43
H 2.667 -4.897 -1.421  0.34
H 0.842 -6.572 -1.449  0.34
H -1.492 -5.836 -1.091  0.35
H -1.981 -3.414 -0.696  0.42
C -1.660 -0.978 5.655  -0.65
O -1.455 -0.088 4.666  -0.78
H -1.662 -0.545 6.696  0.13
H -0.901 -1.804 5.723  0.16
H -2.635 -1.536 5.601  0.14

***

multiplicity of number 5 (C15H13ClN2O3Pt)?
1

***

Among the records above, which one has the highest multiplicity?
C15H13Br4NO3Pt

***

Number 3 is which compound?
C15H12IN3O4Pd

***

What is the multiplicity in the third record?
1